(1)
This record from OMol25 describes a molecular structure, C15H29LaS in a non-equilibrium geometry. The level of theory is wB97M-V/def2-TZVPD.

Values from the calculation:
E_tot: -1017.91930 hartree
Gap between HOMO and LUMO (spin up / spin down): 5.026 / 5.579 eV
HOMO level (spin up / spin down): -14.14 / -14.31 eV
Charge: +2

```
46
C15H29LaS | OMol25 | wB97M-V/def2-TZVPD
H -1.1985 -1.0844 3.7840
H -0.8186 2.3254 3.8578
H 2.3550 2.3962 -0.3676
C -0.7978 -2.0272 -0.0005
C -2.9023 -0.9347 -1.0143
C 0.7519 -1.5017 -1.6084
H -0.6077 2.1730 -1.4576
S 0.6300 0.4370 3.3135
C -0.7402 -0.1165 -3.2013
C -0.8367 -0.1764 4.2333
H 1.7634 -0.3788 2.1502
H 1.5708 -2.5097 1.5160
H -1.6088 0.5916 4.2473
C 0.1793 2.7169 -0.9481
C 2.0077 -1.3906 -2.4173
H 1.9277 -1.9341 -3.3733
C -1.4948 -2.6848 1.1686
C 1.4918 2.0257 -1.0165
C 0.2151 2.2391 3.4931
H -0.1081 0.7759 -3.2323
C 1.6213 -2.8404 0.4630
H -1.9676 -3.6401 0.8923
H -2.2917 -2.0340 1.5493
H -0.5410 -0.6892 -4.1099
H -0.1720 2.9747 0.0450
H -3.5208 -1.8236 -1.1804
H 0.9215 2.5629 4.2687
H 2.6343 -2.6226 0.0962
H -0.4480 -0.3498 5.2353
H -3.2413 -0.4725 -0.0843
C 0.5607 -2.1770 -0.3596
C -0.4902 -0.9139 -1.9570
La 0.8469 0.4743 0.5836
H 2.2239 -0.3512 -2.6995
H -3.1311 -0.2332 -1.8231
H -0.2230 4.6870 -1.7067
H 1.5110 -3.9478 0.4753
H 2.8816 -1.7699 -1.8829
H -1.7754 0.2244 -3.2358
H 0.3565 2.8030 2.5719
H 0.8915 3.7141 -2.7082
H 1.4589 4.4479 -1.1866
C 0.5935 3.9890 -1.6886
C -1.4316 -1.2504 -0.9702
H 1.7590 1.1818 -1.7114
H -0.8063 -2.8850 1.9973
```

These are the Mulliken partial charges, in e, on atoms 1 to 5: H 0.24; H 0.31; H 0.58; C 0.92; C -1.65


(2)
This record from OMol25 describes a molecular structure, C35H43ClP2Si2V in a non-equilibrium geometry. The level of theory is wB97M-V/def2-TZVPD.

Values from the calculation:
E_tot: -4025.23612 hartree
Gap between HOMO and LUMO (spin up / spin down): 6.776 / 6.964 eV
⟨S²⟩: 2.03
HOMO level (spin up / spin down): -10.34 / -10.23 eV
Charge: +1
2S+1: 3

```
84
C35H43ClP2Si2V | OMol25 | wB97M-V/def2-TZVPD
H -1.9708 -0.4890 -1.4336
C -2.4429 -0.2239 3.7373
H -0.5511 -2.6066 5.1894
H 3.3082 0.3787 -4.2477
H -0.2305 -4.9582 -0.1092
C 2.0319 -1.3789 5.2895
H -0.3217 -4.8253 -5.8372
H 1.5152 0.1947 0.5802
H -0.2863 4.1523 -2.0976
C -2.1756 -2.6309 -1.6469
C 0.3947 -1.4880 -5.6770
H -1.6936 3.1624 3.9113
H -2.1427 -4.7952 -1.6838
H -0.1729 4.0614 3.7374
P 0.2127 1.6968 3.8915
C -2.3749 -1.2327 2.7210
H -3.8469 3.0488 0.0583
H -1.3494 -3.2254 2.6767
C 0.8025 1.4963 -4.5446
C 2.8616 0.6942 3.4776
H 0.8517 -2.8973 0.7683
H -1.4762 4.2322 -6.1635
H 2.9395 -1.8646 1.5917
C -1.3605 2.5817 -4.7668
C -0.8051 1.5122 -0.0064
H 3.5724 0.5795 2.6423
H 1.9141 2.2876 2.3111
C -2.1297 3.7497 -1.0547
C -1.6897 -3.8861 -1.2789
H 2.2950 -3.0976 2.7030
C -0.8397 3.4656 -5.7125
H 2.3800 2.3265 -5.7764
H -2.4097 2.6603 -4.4694
H -0.8804 3.2222 2.3182
C -2.8019 2.8686 -0.2007
C -1.1136 -1.9587 4.5256
C 1.9782 1.9400 3.3507
H 1.1585 -4.8209 -3.8270
H 3.4822 0.7248 4.3882
C -1.5527 -2.2966 3.2032
C -0.8010 3.5004 -1.3930
C -2.1415 1.7571 0.3289
H -3.0327 0.6859 3.6814
H 3.0838 -1.3137 5.5934
C 1.3281 2.3969 -5.4922
C -0.0174 -2.8147 0.1065
P 1.8867 -0.8878 3.5401
C 0.5074 3.3628 -6.0839
C 1.4845 -2.6904 -3.8763
Cl 2.0914 -0.1234 -1.8706
Si 0.0513 -0.0003 0.6629
C 0.9368 -3.8875 -4.3470
C 0.2379 2.0166 5.6863
H 3.8229 -2.2657 3.0965
H -2.6696 1.0831 1.0112
H 0.5172 3.0650 5.8500
C -0.7225 3.1741 3.3997
H 0.9442 1.3812 6.2252
V -0.3172 -0.4061 3.0645
H -2.9093 -1.2172 1.7761
C -0.1411 -2.6918 -6.1515
C -1.6626 -0.6776 4.8587
C -0.6052 -3.9769 -0.4011
C 1.2206 -1.4821 -4.5399
C -0.1265 2.4050 -0.8501
H -1.5994 -0.1922 5.8277
C 2.8298 -2.1412 2.6454
H -0.7582 -2.6837 -7.0512
H 0.9227 2.2313 -1.0893
H -0.9717 0.9088 -3.4520
H -3.0257 -2.5536 -2.3272
H -0.7625 1.8611 6.1067
C -1.5957 -1.4679 -1.1325
H 0.9149 4.0348 -6.8414
H 0.1512 -0.5513 -6.1829
Si 1.8844 0.1260 -3.9070
H 1.6961 -2.4174 5.4013
H 1.4290 -0.7455 5.9517
C -0.5496 1.5935 -4.1909
C 0.1129 -3.8885 -5.4779
C -0.5480 -1.5539 -0.2044
H 2.3599 2.7719 3.9555
H 2.1052 -2.7053 -2.9773
H -2.6417 4.6200 -1.4684
```

These are the Mulliken partial charges, in e, on atoms 1 to 5: H 0.16; C -0.61; H 0.69; H -0.25; H 0.46


(3)
This record from OMol25 describes a single C6H6O molecule in a non-equilibrium geometry. The level of theory is wB97M-V/def2-TZVPD.

Values from the calculation:
E_tot: -307.26766 hartree
Gap between HOMO and LUMO: 9.903 eV
SMILES: C=C=COC1C=C1
Energy relative to the best compared isomer or geometry (same formula, charge and spin): 514.0 kJ/mol
HOMO level: -8.83 eV
Charge: 0

```
13
C6H6O | OMol25 | wB97M-V/def2-TZVPD
H -0.4416 -1.0040 -2.2148
C -1.1587 -0.8451 -1.5157
C 0.3865 -0.7763 1.2411
H -1.5210 0.9081 -0.1349
H 0.7530 -1.7084 1.5792
O -0.9832 -0.7445 1.0148
H 2.8541 0.7561 -0.2130
C 2.2061 0.9924 0.6544
C 1.2587 0.1351 0.8659
C -1.4500 -0.1587 -0.1857
H -3.1561 -1.5325 -0.9994
H 2.6758 1.7080 1.3291
C -2.3100 -1.0311 -0.9791
```

These are the Mulliken partial charges, in e, on atoms 1 to 5: H 0.44; C -0.35; C -0.27; H 0.38; H 0.36


(4)
This record from OMol25 describes a molecular structure, C19H24ClCuNSi in a non-equilibrium geometry. The level of theory is wB97M-V/def2-TZVPD.

Values from the calculation:
E_tot: -3183.29208 hartree
Gap between HOMO and LUMO (spin up / spin down): 4.707 / 4.272 eV
⟨S²⟩: 0.78
Energy relative to the best compared isomer or geometry (same formula, charge and spin): 0.0 kJ/mol
HOMO level (spin up / spin down): 0.38 / 0.38 eV
Charge: -2
2S+1: 2

```
47
C19H24ClCuNSi | OMol25 | wB97M-V/def2-TZVPD
C -2.1878 1.5993 0.6547
H -2.8560 -4.9790 0.2493
H 1.0188 -3.9173 3.9892
H 4.3749 -2.3793 2.4486
N 0.6432 -2.2997 1.2825
C 0.7962 0.9362 -1.9740
C 2.1560 -0.6898 -1.0473
C 3.6290 -1.8271 1.8638
Cu 1.4572 -0.4319 0.8805
H 1.6057 -5.2686 1.1685
H -1.8670 2.3023 1.4275
H 4.0312 -1.6598 0.8594
C 1.6660 1.5940 -1.0791
H 3.3388 -5.0908 1.4577
H -0.8709 -1.7385 3.4512
C -2.1870 1.8484 -0.7520
H -1.8671 2.7710 -1.2352
C -2.9357 -4.1879 2.2584
C -2.8899 -0.3310 -0.4009
H 1.6862 2.6642 -0.8745
C -0.6020 -2.7486 1.5558
H 2.7490 -3.5633 4.2873
H -2.6755 -0.2436 1.8307
H 0.0425 1.4282 -2.5927
C 1.0745 -0.4490 -1.9696
Si 2.1148 -2.9530 1.9469
C -2.3960 -4.3075 0.9727
H 3.4880 -0.8544 2.3556
H -3.2299 -1.3490 -0.5720
C -1.2767 -2.5054 2.7917
H 0.6021 -1.1968 -2.5990
C 2.5728 0.6217 -0.5391
H -3.8024 -4.7889 2.5528
H -2.8556 -3.1012 4.1283
H 3.5229 0.8173 -0.0481
C -2.6068 0.2574 0.8641
H 1.5492 -2.2364 4.2423
C 2.4518 -4.5776 1.0625
C 1.8317 -3.2034 3.8020
Cl 0.5250 0.5843 2.5791
H -2.7301 0.5264 -2.4832
C -2.3990 -3.2488 3.1491
C -2.6291 0.6589 -1.4086
C -1.2657 -3.5874 0.6114
H -0.8088 -3.6820 -0.3743
H 2.7548 -1.5907 -0.9568
H 2.6155 -4.4355 -0.0123
```

These are the Mulliken partial charges, in e, on atoms 1 to 5: C -0.81; H 0.31; H 0.29; H 0.41; N 0.77


(5)
This record from OMol25 describes a single C3H6OS molecule in a non-equilibrium geometry. The level of theory is wB97M-V/def2-TZVPD.

Values from the calculation:
E_tot: -591.27684 hartree
Gap between HOMO and LUMO: 9.471 eV
SMILES: OC[C@@H]1CS1
Energy relative to the best compared isomer or geometry (same formula, charge and spin): 147.5 kJ/mol
HOMO level: -8.72 eV
Charge: 0

```
11
C3H6OS | OMol25 | wB97M-V/def2-TZVPD
C -0.8623 -0.5551 -0.3428
H -2.5340 -0.5912 0.6735
C 1.3509 0.9211 -0.1128
O -2.0113 -0.0491 0.0915
H 1.0133 1.2726 -1.1658
H -0.5755 -0.1834 -1.3353
H -0.8667 -1.7367 -0.3779
C 0.3547 -0.0601 0.5465
S 1.9284 -0.7359 0.0231
H 0.2118 0.0135 1.6189
H 1.9906 1.7043 0.3812
```

These are the Mulliken partial charges, in e, on atoms 1 to 5: C -0.39; H 0.33; C -0.63; O -0.49; H 0.17


(6)
This record from OMol25 describes a molecular structure, C44H35F5HfN5S4Sb. The level of theory is wB97M-V/def2-TZVPD.

Values from the calculation:
E_tot: -4351.92091 hartree
Gap between HOMO and LUMO: 7.434 eV
Energy relative to the best compared isomer or geometry (same formula, charge and spin): 0.0 kJ/mol
HOMO level: -7.63 eV
Charge: 0

```
95
C44H35F5HfN5S4Sb | OMol25 | wB97M-V/def2-TZVPD
F -0.4984 4.9157 -3.8508
H -0.0517 -4.5540 0.7068
C -1.0479 -4.1488 0.6005
C -2.0189 -4.9021 -0.0509
C -2.1398 1.6885 -1.9515
H 3.8370 4.7528 0.2385
C -3.6204 -3.1585 0.3938
H 5.9677 -3.6709 1.0807
S -1.2357 2.5666 0.5629
H -4.6832 -1.1793 -0.6184
C -1.4422 2.6107 -1.1802
C 2.1989 -1.1077 -6.0830
H -6.6945 2.4030 0.5102
H -4.6454 -2.8289 0.3536
C -2.6334 -2.3415 0.9465
H 4.2368 -4.4756 -0.4919
C -0.8328 -2.5697 3.3920
C 2.5420 2.1293 -1.4479
C -1.7290 2.9132 -3.9732
C -3.3113 -4.4189 -0.1031
N 4.9226 0.5230 3.2994
C 2.3828 0.2459 5.7119
Sb 2.0555 0.0746 -1.3526
H -3.7834 2.7519 3.9925
C -5.9157 1.6720 0.6781
H -2.0367 2.5209 4.1579
H 4.5390 0.3307 0.6560
C -4.7999 -0.3741 0.0871
C -2.8699 2.4724 3.4606
C 4.3061 -3.4228 -0.2515
N 2.2448 0.0893 6.8432
C -4.9898 1.8653 1.6922
F -2.9551 0.9103 -4.0210
H 1.5859 -1.9315 2.4528
C 2.7125 4.0569 -2.8766
C 1.0096 -0.6728 -5.5160
Hf -1.0090 0.2505 1.6024
C 4.4826 -0.7143 0.3766
H 1.1125 -3.6007 2.1270
H -0.8090 -3.6597 3.4665
H -4.2800 0.5835 4.5177
H 4.1959 -1.0143 -3.3512
H -2.6986 3.1684 2.6438
H -6.4996 0.3997 -0.9444
C 2.5497 0.4201 4.3028
C 3.0792 2.8562 -0.3903
C 2.3694 2.7253 -2.6953
F -0.2501 4.6515 -1.2020
C -3.3468 0.2169 4.0821
H -5.0551 2.7553 2.3013
C -5.8103 0.5499 -0.1238
H 1.2481 -2.4304 0.7875
C 1.4701 0.5596 3.4763
C 5.3677 -1.6201 0.9460
C 3.4147 -2.5261 -0.8196
C -2.2860 1.8315 -3.3199
C 3.8703 0.4739 3.7641
H 0.1163 -0.5802 -6.1198
H -1.7665 -5.8643 -0.4739
H 0.0322 -0.0456 -3.7082
C 0.9581 -2.5605 1.8272
F -1.8555 3.0393 -5.2948
N -0.4536 -2.1681 2.0053
C -3.9875 0.9403 1.9191
C 5.2798 -2.9677 0.6299
H -2.5699 0.2324 4.8440
S -0.0877 -0.5408 -0.7800
C 3.5134 -1.1731 -0.5019
N -2.7493 -1.0201 1.3729
H 6.0994 -1.2633 1.6569
N -2.9682 1.0953 2.9415
C -3.8762 -0.2139 1.1215
H 2.6488 -2.8810 -1.5010
C -1.3576 -2.9134 1.1303
H 4.2652 -1.5798 -5.7489
C -1.0385 3.8589 -3.2365
H -1.8366 -2.2187 3.6181
S 1.5569 0.7295 1.7693
C 3.4224 4.1862 -0.5847
H 2.5635 4.5197 -3.8427
C 3.3011 -0.9168 -3.9541
C 3.2362 4.7865 -1.8206
C 2.1091 -0.4758 -3.3856
C -0.9102 3.7036 -1.8683
F -2.7009 0.6119 -1.3985
S -0.1774 0.5721 4.0227
H -4.0987 -5.0145 -0.5463
C 0.9627 -0.3613 -4.1650
H -0.1354 -2.1356 4.1035
H 3.5015 5.8260 -1.9611
H 1.9788 2.1602 -3.5326
H -3.4949 -0.7979 3.7250
H 3.2210 2.4075 0.5813
H 2.2353 -1.3554 -7.1358
C 3.3409 -1.2339 -5.3048
```

These are the Mulliken partial charges, in e, on atoms 1 to 5: F -0.39; H 0.37; C -0.59; C -1.09; C -0.92


Which value of E_tot does entry 3 give? -307.26766 hartree


What is the E_tot in the fourth record? -3183.29208 hartree